Computed, not measured: 2 unconnected molecules or ions with the total composition C16H30N3O2, with ωB97M-V/def2-TZVPD.

CARTESIAN COORDINATES (ANGSTROEM)
1 C 5.36355 -3.99963 1.24224
2 C 5.44389 -3.10711 0.19588
3 C 5.15993 -1.69633 0.50360
4 C 5.96548 -0.66782 0.85784
5 N 5.17158 0.43759 1.05890
6 C 3.91060 0.08250 0.83910
7 N 3.85703 -1.19141 0.50207
8 C 2.63416 -1.94855 0.18078
9 C 1.36307 -1.24178 0.61950
10 C 0.11239 -1.95699 0.07836
11 C -0.42558 -3.01146 1.03928
12 O -1.69121 -3.51955 0.64459
13 C -2.66989 -2.56841 0.68538
14 O -3.03084 -2.02011 1.68144
15 H 6.04034 -3.85972 2.08190
16 H 4.63604 -4.80540 1.23722
17 H 5.76476 -3.39232 -0.80230
18 H 7.03088 -0.65171 0.99654
19 H 5.44260 1.37180 1.32160
20 H 3.08902 0.76620 0.95380
21 H 2.59568 -2.02123 -0.90718
22 H 2.72473 -2.95601 0.57498
23 H 1.33698 -0.23765 0.19486
24 H 1.28072 -1.17457 1.70622
25 H 0.28377 -2.35900 -0.92200
26 H -0.63698 -1.17306 -0.05628
27 H 0.25446 -3.86307 1.07769
28 H -0.44353 -2.59132 2.04862
29 H -3.08239 -2.30441 -0.29762
30 C -0.58960 2.58912 -1.04346
31 C -1.96752 3.05096 -1.49986
32 N -2.95931 1.99452 -1.45676
33 C -4.18510 2.31730 -2.17002
34 C -5.03493 3.48308 -1.65371
35 C -3.12374 1.34335 -0.17002
36 C -3.48403 2.20845 1.04288
37 H -0.27466 1.70486 -1.60344
38 H 0.14052 3.38069 -1.21940
39 H -0.56913 2.35668 0.02364
40 H -1.88386 3.39097 -2.53479
41 H -2.25981 3.92966 -0.90497
42 H -4.80535 1.41859 -2.21742
43 H -3.91196 2.52988 -3.20826
44 H -5.56030 3.23037 -0.73393
45 H -5.79397 3.73563 -2.39579
46 H -4.43964 4.38013 -1.48029
47 H -2.19126 0.81485 0.06030
48 H -3.86946 0.55158 -0.27454
49 H -2.86129 3.10185 1.11198
50 H -3.32907 1.63257 1.95746
51 H -4.52776 2.51542 1.03347

Calculated values
Net charge: +1
E_tot in eV: -25634.401
Multiplicity: 1
HOMO-LUMO gap in eV: 6.1
Highest occupied orbital energy in eV: -9.98

Atom charges from the Löwdin analysis, given in e for atoms 1 to 5: atom 1 (C): 0.079, atom 2 (C): -0.091, atom 3 (C): -0.194, atom 4 (C): 0.024, atom 5 (N): 0.129